[1]
{
  "formula": "C24H24N6PtS3",
  "method": "wB97M-V/def2-TZVPD",
  "relative_energy_ev": 0.000,
  "gap_ev": [7.122, 6.286],
  "multiplicity": 3,
  "s_squared": 2.0069,
  "total_charge": 2,
  "symbols": ["Pt", "C", "C", "N", "C", "C", "N", "C", "C", "C", "C", "C", "N", "C", "C", "N", "C", "C", "N", "C", "C", "C", "N", "C", "C", "H", "H", "H", "H", "H", "H", "H", "H", "H", "H", "H", "H", "C", "C", "S", "C", "C", "S", "C", "C", "S", "H", "H", "H", "H", "H", "H", "H", "H", "H", "H", "H", "H"],
  "positions_angstrom": [[-0.97, 0.36, -0.39], [-0.20, 4.21, -2.63], [-0.86, 3.21, -1.93], [-0.27, 2.04, -1.70], [0.97, 1.83, -2.19], [1.61, 2.86, -2.87], [1.04, 4.04, -3.08], [1.52, 0.46, -2.04], [2.75, 0.08, -2.55], [3.15, -1.25, -2.47], [2.25, -2.17, -1.93], [1.03, -1.73, -1.44], [0.71, -0.43, -1.47], [-0.04, -2.64, -0.94], [0.11, -4.02, -0.87], [-0.89, -4.83, -0.55], [-2.06, -4.27, -0.30], [-2.23, -2.89, -0.33], [-1.21, -2.08, -0.62], [4.46, -1.69, -2.99], [4.60, -2.90, -3.66], [5.86, -3.25, -4.12], [6.94, -2.50, -3.95], [6.80, -1.35, -3.30], [5.59, -0.89, -2.81], [-0.68, 5.16, -2.83], [-1.87, 3.34, -1.57], [2.61, 2.74, -3.26], [3.40, 0.80, -3.03], [2.51, -3.21, -1.89], [1.06, -4.50, -1.09], [-2.90, -4.92, -0.08], [-3.19, -2.43, -0.11], [3.76, -3.54, -3.85], [6.00, -4.18, -4.66], [7.70, -0.76, -3.17], [5.54, 0.05, -2.27], [-2.83, -0.82, 2.54], [-3.57, 0.41, 2.01], [-2.83, 1.39, 0.67], [-2.01, 2.77, 1.51], [-0.75, 2.44, 2.29], [0.43, 1.45, 1.32], [0.96, 0.18, 2.51], [0.00, -0.97, 2.78], [-1.49, -0.54, 3.73], [-2.45, -1.43, 1.73], [-3.57, -1.42, 3.07], [-3.80, 1.12, 2.81], [-4.53, 0.09, 1.59], [-2.75, 3.22, 2.17], [-1.81, 3.49, 0.72], [-0.98, 1.88, 3.19], [-0.23, 3.37, 2.55], [1.21, 0.71, 3.43], [1.89, -0.21, 2.09], [0.55, -1.71, 3.38], [-0.30, -1.46, 1.86]],
  "mulliken_charge": [0.9423, -0.6575, -0.3585, -0.4290, 0.2863, -0.0817, -0.5312, 0.3987, -0.6448, 0.4349, -0.3796, 0.4694, -0.3111, -0.0132, -0.1499, -0.5434, -0.5083, -0.3847, -0.1572, 0.4216, -0.5380, -0.4514, -0.5390, -0.4380, -0.5330, 0.4129, 0.7224, 0.4213, 0.6757, 0.5843, 0.4464, 0.4165, 0.5926, 0.4863, 0.3796, 0.3768, 0.4944, 0.2581, -0.6990, -0.1091, -0.8590, -0.6893, 0.0081, -0.8871, 0.2077, -0.1109, -0.6904, 0.5277, 0.4456, 0.5077, 0.6114, 0.3069, 0.3421, 0.5652, 0.5470, 0.4467, 0.4791, -0.5215]
}

[2]
{
  "formula": "C6H11NO",
  "method": "wB97M-V/def2-TZVPD",
  "relative_energy_ev": 0.785,
  "gap_ev": 8.771,
  "multiplicity": 1,
  "symbols": ["C", "C", "C", "C", "N", "C", "C", "H", "H", "H", "H", "H", "H", "H", "H", "H", "O", "H", "H"],
  "positions_angstrom": [[-1.42, 1.48, -1.36], [-0.33, 1.60, -0.32], [-0.30, 2.48, 0.82], [0.87, 2.22, 1.47], [1.57, 1.24, 0.82], [0.81, 0.85, -0.26], [1.39, -0.09, -1.31], [-2.37, 1.49, -0.83], [-1.32, 2.38, -1.98], [-1.25, 0.63, -2.00], [-0.98, 3.26, 1.11], [1.27, 2.80, 2.29], [2.36, 0.81, 1.23], [0.55, -0.66, -1.69], [2.10, -0.79, -0.86], [1.85, 0.41, -2.17], [-1.58, -6.29, 1.62], [-2.29, -6.84, 2.00], [-0.94, -6.99, 1.43]],
  "mulliken_charge": [-1.1516, 0.8776, -0.7150, -0.4517, -0.0233, -0.0773, -1.2557, 0.3096, 0.2578, 0.3182, 0.3892, 0.3755, 0.2017, 0.3449, 0.3590, 0.2412, -0.6404, 0.3212, 0.3192]
}

[3]
{
  "formula": "C20H53BF3N9O3P2",
  "method": "wB97M-V/def2-TZVPD",
  "gap_ev": 7.982,
  "multiplicity": 1,
  "symbols": ["H", "N", "C", "N", "N", "C", "C", "C", "C", "B", "C", "C", "O", "C", "F", "F", "F", "H", "H", "H", "H", "H", "H", "H", "H", "H", "H", "H", "H", "H", "H", "H", "H", "C", "N", "C", "P", "O", "N", "C", "C", "N", "C", "C", "H", "H", "H", "H", "H", "H", "H", "H", "H", "H", "H", "H", "H", "H", "H", "H", "H", "H", "C", "N", "C", "P", "O", "N", "C", "C", "N", "C", "C", "H", "H", "H", "H", "H", "H", "H", "H", "H", "H", "H", "H", "H", "H", "H", "H", "H", "H"],
  "positions_angstrom": [[-0.48, 0.63, -5.07], [-0.81, 1.05, -4.21], [-2.01, 1.34, -4.29], [-2.73, 1.04, -5.48], [-2.74, 1.93, -3.29], [-2.32, 3.29, -2.94], [-1.21, 3.44, -1.85], [-0.58, 2.18, -1.29], [-0.62, 2.12, 0.26], [-0.23, 0.62, 0.58], [1.27, 0.09, 0.56], [1.95, 0.10, -0.80], [2.61, -1.12, -1.02], [2.97, 1.21, -0.89], [2.56, 2.29, -0.25], [3.19, 1.57, -2.13], [4.12, 0.86, -0.38], [-2.13, 1.16, -6.27], [-3.47, 1.73, -5.50], [-3.72, 1.84, -3.46], [-3.19, 3.82, -2.60], [-2.01, 3.80, -3.84], [-1.61, 4.05, -1.06], [-0.43, 4.04, -2.28], [0.45, 2.18, -1.56], [-0.99, 1.27, -1.66], [0.09, 2.79, 0.69], [-1.62, 2.33, 0.60], [-1.07, -0.18, 0.85], [1.81, 0.64, 1.32], [1.26, -0.93, 0.88], [1.27, 0.24, -1.62], [2.13, -1.58, -1.74], [-0.53, -6.56, -4.63], [0.12, -5.40, -4.07], [1.54, -5.65, -3.82], [-0.60, -4.22, -3.03], [0.27, -3.03, -3.34], [-2.07, -3.63, -3.68], [-2.93, -4.39, -4.57], [-2.10, -2.22, -4.05], [-1.46, -5.36, -2.03], [-2.44, -4.72, -1.10], [-0.56, -6.16, -1.15], [-0.76, -7.35, -3.89], [0.11, -7.01, -5.39], [-1.46, -6.31, -5.15], [1.73, -6.19, -2.88], [2.09, -4.71, -3.77], [1.98, -6.24, -4.62], [-2.51, -4.46, -5.59], [-3.91, -3.92, -4.65], [-3.12, -5.40, -4.19], [-1.60, -2.04, -5.00], [-1.64, -1.61, -3.29], [-3.13, -1.86, -4.13], [-1.96, -4.00, -0.43], [-2.92, -5.49, -0.50], [-3.23, -4.21, -1.64], [0.11, -5.53, -0.56], [0.04, -6.85, -1.74], [-1.15, -6.77, -0.47], [1.66, 1.53, 6.75], [1.11, 1.64, 5.41], [1.34, 0.42, 4.64], [0.99, 3.10, 4.45], [-0.28, 2.62, 3.76], [0.23, 4.33, 5.38], [0.28, 4.41, 6.83], [-1.08, 4.79, 4.93], [2.57, 3.64, 4.97], [2.87, 5.05, 4.61], [3.68, 2.85, 4.35], [2.76, 1.65, 6.80], [1.43, 0.54, 7.15], [1.21, 2.23, 7.44], [2.35, 0.36, 4.21], [0.63, 0.35, 3.82], [1.20, -0.46, 5.27], [-0.36, 3.66, 7.31], [-0.06, 5.40, 7.16], [1.30, 4.32, 7.20], [-1.88, 4.09, 5.20], [-1.09, 4.93, 3.85], [-1.31, 5.76, 5.38], [2.81, 5.23, 3.54], [3.88, 5.30, 4.95], [2.20, 5.74, 5.11], [3.61, 2.81, 3.26], [3.70, 1.83, 4.73], [4.64, 3.30, 4.62]],
  "mulliken_charge": [0.2069, -0.4774, 0.2258, -0.6056, -0.1934, -0.7081, -1.1781, 0.7337, -0.7697, 0.1509, -0.8200, 0.7297, -0.6899, 0.5989, -0.2095, -0.3187, -0.3031, 0.2594, 0.2460, 0.3702, 0.5311, 0.1915, 0.4447, 0.4177, -0.1872, -0.0926, 0.1444, 0.5817, -0.1908, 0.1071, 0.2885, 0.1531, 0.3721, -0.7581, 0.0275, -1.0220, 0.9856, -0.9103, 0.2962, -1.2645, -0.9250, -0.0661, -1.0828, -1.0559, 0.2656, 0.4014, 0.1792, 0.2875, 0.2288, 0.3997, 0.3301, 0.3930, 0.3690, 0.2857, 0.1278, 0.4107, 0.3512, 0.4175, 0.3063, 0.3509, 0.2537, 0.4006, -0.8136, -0.0027, -0.9464, 1.1754, -0.8621, 0.1693, -1.3026, -0.9716, -0.0988, -1.0709, -1.1188, 0.2762, 0.3864, 0.2080, 0.2595, 0.1383, 0.4375, 0.3067, 0.4483, 0.3641, 0.2910, 0.2922, 0.3218, 0.3377, 0.4138, 0.3217, 0.3725, 0.2583, 0.4163]
}

Ordered total energy results: -2570.8354 -365.2026 -2519.4265; unit Eh.